The following is a quantum chemistry calculation of a structure of composition C65H86N7O2P2SSe2W, from OMol25.

Each line ends with the Mulliken charge.
Atoms and positions in Å:
1 C -3.472107 -1.867371 -1.746135  0.335
2 H -5.902675 0.883965 -6.305966  0.503
3 C 0.051651 -3.727900 -2.066781  -1.310
4 N 1.862680 0.852354 -3.760293  0.894
5 H 1.769362 -4.662078 -3.977547  0.463
6 C -3.898941 1.452108 -6.824531  -0.945
7 C 0.745531 -1.512384 3.027182  -0.763
8 H 7.002812 -4.173557 -3.155609  0.503
9 H 3.355423 -3.162531 -3.922743  0.841
10 C 1.895608 1.015310 2.227953  -0.950
11 H 1.093402 -0.213051 7.256044  0.339
12 C -2.952010 -0.608039 -1.634713  -0.031
13 C 1.667137 -1.139543 7.206170  -1.595
14 H -3.686212 -2.225102 5.550306  0.552
15 H -4.326928 -8.114565 -1.372159  0.425
16 C -2.605163 1.672257 -6.369032  -0.771
17 C 5.623664 3.079682 -4.352076  -1.547
18 C 1.977408 -1.396124 -1.473598  -0.177
19 H -1.127465 -2.304283 -4.091713  0.343
20 H 5.858711 -1.120864 -4.899189  0.135
21 C -4.900211 1.066189 -5.945436  -0.835
22 H 2.944385 1.160158 2.500488  0.514
23 C -6.469359 -0.842870 -1.862244  -0.081
24 C -2.308516 1.511287 -5.026672  -0.841
25 H 5.272792 -4.489301 -3.257251  0.331
26 H 1.082270 -4.422712 6.248578  0.386
27 C -3.609424 -0.220841 2.762262  -1.797
28 C -5.111527 -4.833098 -1.204692  -0.385
29 H 4.994028 -2.644502 -5.141493  0.268
30 C -3.862197 -1.340062 4.942250  -2.398
31 C 4.447869 -1.970604 -2.532193  -0.045
32 H -6.486921 4.445689 -1.961882  0.505
33 H -3.625222 -0.455674 5.535600  0.433
34 C 1.634577 -3.594618 6.693377  -1.638
35 H 1.901834 0.252438 -7.120784  0.483
36 C -3.913666 -5.327291 -3.242155  -0.461
37 C -4.613143 0.892007 -4.604702  -0.109
38 H 5.097304 4.021303 -4.199647  0.390
39 H -3.510139 -4.997826 -4.191400  0.439
40 C -0.967100 2.060938 2.461214  -0.706
41 H 2.220503 -2.176550 4.414198  0.567
42 Se -0.891701 1.607228 -1.998616  -0.437
43 H 7.873078 -1.788982 -3.026547  0.438
44 C 0.283606 -1.982551 5.340275  -0.896
45 H -0.274619 -3.123611 -1.222922  -0.098
46 H -4.677582 -0.358136 2.585897  0.795
47 H 6.366225 2.956716 -3.562890  0.394
48 H -0.370892 4.197956 1.278152  0.577
49 C -0.594602 -1.171729 2.850643  0.840
50 H 3.809135 -0.531856 1.118667  0.753
51 H -0.926255 -1.592973 7.886818  0.394
52 H 2.158714 1.826182 -6.364361  0.358
53 P -2.999370 1.000735 -2.404619  0.826
54 H -3.122278 -0.192499 1.787433  -0.273
55 C -7.749657 -0.399073 -1.572034  -0.718
56 C 1.095929 -3.868693 -4.301083  -2.444
57 C -4.205492 1.949132 -0.114888  0.760
58 C 6.027467 -3.856897 -2.788024  -1.698
59 S 1.880107 2.161502 -1.459048  -0.439
60 H -0.475918 -1.086857 -2.997420  -0.448
61 N -2.878583 -2.637086 -0.765097  -0.908
62 H -6.611490 4.241604 0.494588  0.469
63 C 1.180641 -1.914883 4.271911  -0.273
64 H 3.968318 2.006859 -5.222471  0.080
65 H 1.405650 -2.132303 1.088067  -0.021
66 C -8.645201 -2.485335 -2.362816  -0.781
67 H 1.909690 -3.883835 7.706765  0.475
68 H -1.999775 1.936294 2.146702  -0.189
69 H -5.397543 0.570545 -3.932356  0.483
70 P -4.641891 -2.687408 -2.910595  0.848
71 H 2.561101 -3.460186 6.134991  0.344
72 H 5.196130 0.968293 -4.486193  -0.185
73 H -5.630883 -0.195620 -1.625905  0.283
74 H -3.336442 -7.375159 -3.505403  0.466
75 C -4.972657 2.949664 -2.172311  -0.588
76 H 0.897913 0.769009 -3.457646  -1.252
77 C 5.838375 -2.180418 -4.633350  -1.304
78 C 2.195328 0.133644 -4.997308  0.248
79 H -3.580272 1.235154 0.412552  -0.368
80 Se -4.056690 -2.288444 -4.878685  -0.155
81 C -3.424696 -2.708061 2.921115  -1.698
82 H -3.483497 0.738610 3.269113  0.524
83 C -1.579354 -1.356093 3.828014  -0.894
84 H -1.754929 -1.845490 5.885682  0.625
85 C -0.490577 3.387683 0.556419  -1.067
86 C -4.148877 2.043202 -1.507906  0.235
87 N -0.088632 2.118213 1.248646  -0.973
88 C 5.804994 -2.371782 -3.112075  1.739
89 C 1.994799 -2.250325 -2.578564  -0.859
90 H 5.996489 -4.034686 -1.712745  0.339
91 H -1.531749 3.322654 0.250612  0.276
92 H -1.297870 1.695386 -4.684276  0.284
93 N -2.056200 -0.649277 -0.579328  0.708
94 C 3.268855 -2.491211 -3.081574  -0.572
95 H 2.684829 -1.695787 2.214350  1.106
96 H -3.026766 -3.547586 3.491350  0.429
97 C 1.684443 -1.421361 1.873844  -0.900
98 H -3.015971 -2.758992 1.915223  0.214
99 H -1.833201 1.978135 -7.060762  0.484
100 O -0.828159 -0.518667 1.642844  0.895
101 H -7.229592 -3.912014 -3.091108  0.543
102 N 3.877479 1.890456 -3.133711  0.154
103 H -7.898879 0.584281 -1.145884  0.492
104 H -9.492640 -3.127464 -2.556465  0.445
105 C -4.557378 -4.412872 -2.415920  0.386
106 C -5.023552 -6.160189 -0.829838  -0.849
107 C 4.657392 1.912605 -4.385829  0.426
108 C -5.915860 3.632248 -0.064327  -0.999
109 C -5.085443 2.734959 0.602794  -0.597
110 H 4.295479 2.385819 -2.356858  0.386
111 H 6.744642 -2.631081 -5.036024  0.525
112 H 1.906012 2.705505 0.879472  0.629
113 C 1.324793 2.305316 1.706290  -0.994
114 H 3.376577 0.925098 0.225898  1.021
115 C -6.266504 -2.109342 -2.407504  0.227
116 H 2.519227 -0.985955 6.542102  0.366
117 H -4.507484 -2.825392 2.864835  0.490
118 C -8.839697 -1.221316 -1.823598  -0.700
119 H -1.027309 -3.304727 7.437649  0.453
120 H 6.158302 3.140102 -5.298183  0.437
121 H -5.137996 2.644193 1.679212  0.548
122 H -0.862459 3.011670 2.987414  0.651
123 H 1.376999 0.688970 3.130975  0.387
124 H -4.931068 3.055838 -3.246174  0.504
125 C 3.091133 -0.900629 -0.838405  0.197
126 C 2.614456 1.556564 -2.922573  0.589
127 C 0.743638 -2.908924 -3.163454  2.170
128 C -7.365733 -2.930340 -2.656159  -0.431
129 H 7.108915 -1.791525 -1.450592  0.374
130 H -0.834457 -4.219446 -2.473143  0.400
131 H 3.264011 -0.043809 -5.016565  0.472
132 H 5.220668 -0.823798 -0.887375  0.710
133 H 6.775639 -0.482556 -2.593468  0.364
134 H 0.179483 -4.340541 -4.654726  0.472
135 C 1.692500 0.849751 -6.235013  -1.471
136 H -5.460724 -6.489471 0.102454  0.462
137 C -3.313476 1.118945 -4.138541  1.050
138 C 4.336993 -1.190499 -1.391034  -0.743
139 H 0.257801 -1.336463 -4.587533  0.216
140 H 1.728005 -0.847430 -4.909432  -0.363
141 H 1.543355 -3.356526 -5.154769  0.350
142 H -0.692051 1.251920 3.125762  0.393
143 C -3.097964 -1.374938 3.614205  2.517
144 C -0.203993 -1.844695 -3.734949  -0.881
145 C -5.851939 3.741342 -1.443594  -0.866
146 H -5.619099 -4.126977 -0.558477  0.510
147 C -0.347531 -2.505836 7.738219  -2.071
148 C 6.946492 -1.558094 -2.502908  -1.931
149 C 0.791413 -2.312929 6.739101  1.954
150 H 2.056321 -1.345954 8.202678  0.462
151 C -3.825686 -6.659700 -2.859339  -0.785
152 H -4.127531 1.581067 -7.873424  0.425
153 H -9.839753 -0.879500 -1.596631  0.434
154 C -1.058846 -1.725766 5.074885  -0.135
155 N -2.075875 -1.920337 -0.090388  -0.036
156 H 1.327969 3.054637 2.503526  0.717
157 C 3.073086 -0.101642 0.433944  -1.813
158 H 0.613009 0.998448 -6.183257  0.112
159 O 0.740163 -1.007747 -0.935303  2.312
160 H 0.067876 -2.782872 8.705917  0.445
161 N 1.786049 -0.059258 1.203686  0.099
162 H 0.721287 -4.502771 -1.691185  0.447
163 W -0.228567 0.132930 0.044944  1.006
164 H 0.138395 3.575065 -0.305805  0.440
165 H -4.929628 -1.317146 4.725157  0.462
166 C -4.380315 -7.073552 -1.659694  -0.484

Forces on atoms 1 to 2 (eV/Å):
C -0.3 -0.3 0.1
H 0.0 0.0 0.0

Results
LUMO level ... -9.50 eV
Charge ... +3
HOMO-LUMO gap ... 0.157 hartree

***

The following is a quantum chemistry calculation of a structure of composition C37H46Cl2N3O3RuSi2Te, from OMol25.

Each line ends with the Mulliken spin population.
Atoms and positions in Å:
1 C -7.644254 2.319703 2.444343  0.001
2 H -5.589204 0.878676 -1.804319  0.001
3 C 3.768470 4.355458 -0.621955  -0.004
4 H 1.206167 3.625901 -2.119600  -0.001
5 C 0.124662 -1.248745 3.540543  -0.002
6 C 5.748926 1.371338 2.347712  -0.053
7 H 0.993804 3.103076 2.025612  0.001
8 H 4.791758 -2.837685 -2.582969  0.001
9 H 6.814215 -0.461269 2.844779  -0.007
10 C 6.011868 -0.030176 2.259456  -0.060
11 H -2.611308 1.022933 3.921006  -0.001
12 H -4.113230 -1.305660 -3.845620  0.000
13 H -1.795214 2.157092 2.854196  -0.003
14 C 3.927741 1.134595 0.771899  -0.139
15 H -7.896431 1.731026 3.327787  0.000
16 H 1.038203 -2.637136 0.136609  -0.004
17 Te -1.675829 0.942802 0.275795  0.495
18 C -3.286578 -1.945685 0.982561  0.042
19 C -0.212854 -0.314766 2.572423  -0.012
20 H 3.289959 -1.998912 -2.972198  -0.002
21 Cl 2.951152 -0.155486 -6.012687  0.000
22 H 3.290415 -3.753502 -2.810882  0.000
23 H 4.040301 4.009863 -1.623370  -0.001
24 C 1.844800 3.734977 1.750620  -0.007
25 C -2.746366 1.936697 3.337534  0.027
26 H -3.607358 -2.981828 1.087689  0.000
27 H 0.989196 -1.087115 4.172087  0.000
28 H 5.478928 -1.885852 1.407964  0.009
29 H -2.347702 -3.483639 2.972065  0.000
30 C -3.214010 -1.826115 -3.540419  0.016
31 H 6.355327 1.990357 2.997201  -0.005
32 Si 3.407854 -2.718432 -0.587325  0.025
33 C -6.056776 1.574058 0.629896  0.013
34 H -2.322585 -0.086867 -2.648215  -0.032
35 H -1.733415 -4.865142 -3.748940  0.000
36 O 3.244542 0.495801 -3.138408  0.034
37 C -6.265367 1.977430 1.941528  -0.002
38 H 2.608406 3.623341 2.520682  0.000
39 H 3.419877 5.389221 -0.704913  0.000
40 C -2.108971 -1.661416 1.878789  -0.042
41 O 1.188332 1.187264 -2.829260  0.006
42 H -2.967147 2.748983 4.030463  0.003
43 C -5.163253 2.077547 2.777535  0.012
44 H -4.254189 -0.184826 -1.348991  -0.018
45 C -1.326621 -0.509279 1.760615  0.060
46 H 2.028221 -3.638625 1.202405  0.001
47 C 4.748091 1.936457 1.633958  0.014
48 H 0.193511 2.756530 -0.981016  0.001
49 N 3.385539 -0.976041 -0.121113  -0.151
50 C 1.837375 -3.377986 0.156861  0.008
51 C -4.785876 1.266237 0.153655  -0.112
52 C 0.039280 -1.108426 -1.747421  -0.078
53 H -3.831298 -3.707372 -4.365916  0.000
54 Si 2.392980 3.288260 0.025339  0.013
55 C 4.197192 -0.283345 0.684877  -0.111
56 C -1.754124 -2.583017 2.863900  0.000
57 H 4.671872 4.349731 -0.011022  0.001
58 C 3.711918 -2.826286 -2.410040  -0.003
59 Cl 1.714547 2.474349 -5.668492  0.000
60 H -5.305001 2.406972 3.803266  0.003
61 C 2.125812 0.822129 -3.587829  0.033
62 N -0.011889 -0.284302 -0.733455  0.311
63 H -8.399669 2.132918 1.681799  0.000
64 C -3.049693 -3.171014 -3.842853  -0.001
65 C 5.270161 -0.830306 1.457390  0.026
66 H 4.716204 -3.895294 1.215121  0.000
67 C -0.876848 -3.140773 -2.809713  -0.008
68 H 0.448987 4.496421 -0.769174  0.000
69 C -1.875746 -3.824685 -3.485589  0.002
70 C -0.658104 -2.383608 3.690113  0.004
71 H -6.904859 1.498205 -0.043262  -0.001
72 H -3.028507 -1.776558 -0.066685  -0.005
73 H 4.570033 2.997936 1.709702  0.010
74 C 0.925848 3.557146 -1.066795  0.003
75 H 0.813615 0.356814 -5.211292  0.000
76 C -3.872841 1.781750 2.343228  -0.040
77 H 5.780750 -3.393784 -0.116055  0.000
78 H 4.682039 -4.756650 -0.325223  0.000
79 H -3.933219 1.484533 -1.819393  0.002
80 C -4.632349 0.837431 -1.283741  0.099
81 H -0.410259 -3.120859 4.443532  0.000
82 C -2.217093 -1.142245 -2.858314  0.028
83 Ru 2.116129 0.144076 -1.142713  0.698
84 C -3.690544 1.358722 1.018744  0.094
85 H -7.703621 3.372779 2.726186  0.000
86 C 4.783263 -3.765751 0.131434  -0.002
87 H 1.487208 -4.280674 -0.354091  0.000
88 H 1.503421 4.774548 1.760833  0.000
89 N 2.918341 1.574912 0.020017  -0.203
90 C 1.796939 0.790531 -5.077930  0.002
91 H 0.403540 0.567651 2.439503  -0.003
92 C -1.057115 -1.802392 -2.474124  -0.023
93 H 0.043694 -3.635553 -2.526116  0.000
94 H -4.132301 -1.298269 1.225558  -0.004
95 O 1.228208 -1.431831 -2.117373  0.043

Forces on atoms 1 to 2 (eV/Å):
C 0.1 0.0 0.0
H 0.0 0.0 0.0

Results
LUMO level (alpha / beta) ... -1.13 / -1.93 eV
2S+1 ... 2
HOMO-LUMO gap (alpha / beta) ... 0.249 / 0.204 hartree

***

The following is a quantum chemistry calculation of a structure of composition C28H35BBrF9IN8OS3Ti, from OMol25.

Each line ends with the Mulliken spin population.
Atoms and positions in Å:
1 C -1.494061 0.456757 1.602852  0.027
2 F -7.388185 -1.298519 -0.787061  0.000
3 H 6.051972 3.589207 2.528542  0.000
4 C 0.041918 1.190041 -4.838021  -0.001
5 H 3.938754 4.507822 -0.448665  0.000
6 C -3.957247 -0.181339 -1.365689  -0.001
7 H 0.081263 0.995372 3.785237  0.000
8 F -5.007633 -2.309743 -1.437039  0.000
9 H -1.733557 0.267812 0.556436  -0.029
10 F -7.707151 1.374400 -0.391881  0.000
11 H 1.521511 3.231346 2.093336  0.000
12 H -3.335839 -4.702294 2.254644  0.000
13 H 4.585593 1.181329 -0.054948  -0.002
14 H 3.262822 -6.118879 -2.413282  0.000
15 H 4.958426 2.338313 3.140126  0.000
16 C 0.896805 1.410311 1.196533  -0.003
17 H 0.065053 -1.667954 -5.894818  0.000
18 H -0.498861 3.744010 1.255664  0.000
19 F 0.665047 -1.392816 3.224155  0.000
20 C -0.029561 2.669555 -4.862993  0.000
21 H 0.200231 2.743149 3.547543  0.000
22 H -0.195383 1.924163 -2.439905  0.000
23 C -6.336700 -0.477150 -0.907118  0.000
24 Br 3.225458 -1.119190 -1.122763  0.007
25 N 0.001621 0.396138 -5.867745  0.001
26 C -5.088115 -0.981875 -1.233568  0.000
27 B 0.991585 -2.517484 2.520658  0.002
28 N -2.905448 -2.678901 0.768548  0.024
29 H -1.380902 1.992498 3.727632  0.000
30 H -4.516435 -2.862034 2.111516  0.000
31 H -3.016092 -2.195290 2.818830  0.000
32 H -2.103477 3.072808 1.574690  0.000
33 F 2.019472 -2.297864 1.588092  0.004
34 H -2.618360 -1.995626 0.054398  -0.027
35 H 3.174013 4.188158 3.232154  0.000
36 C 3.568893 1.277632 0.301430  0.006
37 H -1.284216 2.695259 0.062070  0.000
38 N -2.860578 -4.890802 1.390060  0.000
39 C -4.176238 1.181235 -1.163405  -0.001
40 H 0.887212 3.107497 -4.466444  0.000
41 N 1.566788 -4.051686 -0.595960  0.018
42 F -5.555577 3.033455 -0.662034  0.000
43 C -2.502499 -3.910631 0.547714  0.020
44 C 4.740420 4.074188 0.152686  0.000
45 C -5.411173 1.713714 -0.844260  0.000
46 F 1.233003 -3.622890 3.298338  0.000
47 H 2.750373 5.072661 1.758711  0.000
48 C 4.182293 3.454429 1.439298  0.000
49 C 2.653432 0.309166 -0.022435  -0.015
50 C 1.320990 0.357096 0.402210  0.009
51 S 0.332976 -2.261491 -3.058008  -0.003
52 N 0.098288 -0.844193 -5.318973  0.003
53 C 3.562482 4.566403 2.284730  0.000
54 H 5.454141 4.865269 0.393775  0.000
55 I 3.472762 -7.605205 0.675188  0.000
56 C 3.167994 2.368697 1.076700  0.000
57 O 0.478272 -0.633024 -0.011944  0.034
58 C -3.646733 -2.228305 1.927626  0.003
59 H 5.861371 2.070385 1.649455  0.000
60 H -4.011571 -1.224716 1.722761  -0.001
61 S -1.503683 -4.282709 -0.810610  -0.015
62 C 2.672512 -5.968995 -0.255962  0.000
63 C -1.128138 2.860955 1.130110  0.000
64 H -2.420178 0.728100 2.119415  0.000
65 N 0.160571 0.469928 -3.678281  0.000
66 F -0.167975 -2.862999 1.622542  0.001
67 H -2.429738 -5.789962 1.263405  0.000
68 H -0.252702 0.452248 -1.776738  -0.004
69 H -0.870329 3.028732 -4.266629  0.000
70 N 2.100411 -4.487461 -1.753869  0.002
71 C 2.769795 -5.631409 -1.589882  0.001
72 H -0.168575 2.993840 -5.890485  0.000
73 C 1.912432 -4.950696 0.320973  0.009
74 Ti 0.259482 -2.350976 -0.397017  0.947
75 H 4.326872 5.311393 2.512604  0.000
76 H 5.257307 3.333713 -0.459892  0.000
77 H -1.117875 -0.463883 2.047011  0.000
78 C -0.384032 1.855660 3.303276  0.000
79 C 0.203707 -0.841074 -3.984233  0.005
80 S -2.365696 -0.812902 -1.785611  -0.015
81 C 1.850376 2.398486 1.491882  0.001
82 C -0.512899 1.619232 1.788282  -0.005
83 H 1.967604 -3.935844 -2.593153  -0.001
84 C 5.330998 2.822636 2.235831  0.000
85 H 1.611767 -4.828957 1.349097  0.000
86 C -6.504869 0.878573 -0.707741  0.000
87 F -3.163514 2.060826 -1.289409  0.000
88 N 0.314711 1.043163 -2.400256  0.001

Forces on atoms 1 to 2 (eV/Å):
C 0.0 0.0 0.0
F 0.1 0.1 0.0

Results
LUMO level (alpha / beta) ... -0.20 / 0.05 eV
2S+1 ... 2
HOMO-LUMO gap (alpha / beta) ... 0.267 / 0.277 hartree

***

no.,F_max (eV Å⁻¹),E (eV)
1,1.71,-245238.0330
2,1.11,-100406.0824
3,1.19,-202479.6393